(1)
The following is a DFT calculation (ωB97M-V/def2-TZVPD) of a molecular structure, C42H54LuNO3PS2.

Positions of all 104 atoms, in Å:
Lu (1.3515, 0.5427, -1.4483)
C (-2.8792, 1.5568, -4.2726)
C (-1.4742, 1.0569, -4.1931)
C (-0.4122, 1.8958, -4.5245)
C (0.8919, 1.4254, -4.5332)
C (1.1603, 0.0832, -4.2349)
C (0.0978, -0.7660, -3.8922)
C (-1.2031, -0.2685, -3.8658)
H (-2.9736, 2.5218, -3.7808)
H (-3.5806, 0.8575, -3.8260)
H (-3.1516, 1.6898, -5.3191)
H (-0.6184, 2.9159, -4.8106)
H (1.6940, 2.0784, -4.8519)
H (2.1484, -0.3297, -4.4251)
H (0.2806, -1.8312, -3.7819)
H (-2.0318, -0.9319, -3.6626)
C (3.6177, -0.0342, 1.2353)
C (2.8111, 1.1792, 1.5764)
C (3.0758, 1.8331, 2.7936)
C (2.2696, 2.8588, 3.1914)
C (1.2105, 3.2816, 2.3621)
C (0.3038, 4.2772, 2.7684)
C (-0.7011, 4.6742, 1.9253)
C (-0.7795, 4.1497, 0.6373)
C (0.1008, 3.1793, 0.1866)
S (-0.0106, 2.7119, -1.4966)
C (1.0841, 2.6616, 1.0842)
N (1.8682, 1.5923, 0.7367)
H (3.8150, -0.6204, 2.1320)
H (4.5855, 0.2655, 0.8264)
H (3.1129, -0.6665, 0.4947)
H (3.9022, 1.4941, 3.3988)
H (2.4261, 3.3568, 4.1362)
H (0.4215, 4.7254, 3.7426)
H (-1.4163, 5.4168, 2.2458)
H (-1.5262, 4.5190, -0.0517)
O (0.0459, -0.9458, -0.5443)
P (-0.9870, -1.3545, 0.4964)
C (-0.0668, -1.4601, 2.1067)
C (0.9971, -2.5715, 2.0337)
C (0.5691, -3.8184, 2.8028)
C (0.4136, -3.5050, 4.2966)
C (-0.0626, -2.0652, 4.5259)
C (-0.9311, -1.5944, 3.3629)
C (-1.6275, -3.0261, 0.0036)
C (-1.7850, -3.1471, -1.5218)
C (-3.2501, -3.1866, -1.9416)
C (-3.9577, -4.4084, -1.3425)
C (-3.4062, -4.7548, 0.0465)
C (-2.8809, -3.4993, 0.7391)
C (-2.2021, 0.0453, 0.6409)
C (-3.3736, -0.1355, 1.6251)
C (-4.7345, -0.1423, 0.9289)
C (-4.9743, 1.1456, 0.1381)
C (-3.6942, 1.6228, -0.5651)
C (-2.6999, 0.4781, -0.7407)
H (0.4490, -0.4861, 2.1404)
H (1.9284, -2.2125, 2.4732)
H (1.2093, -2.8189, 0.9877)
H (1.3160, -4.6023, 2.6667)
H (-0.3746, -4.1961, 2.4056)
H (1.3627, -3.6518, 4.8115)
H (-0.2996, -4.2063, 4.7308)
H (0.7910, -1.3913, 4.6229)
H (-0.6301, -2.0074, 5.4545)
H (-1.3871, -0.6325, 3.6024)
H (-1.7283, -2.3235, 3.2178)
H (-0.7932, -3.6751, 0.2947)
H (-1.3098, -4.0718, -1.8572)
H (-1.2676, -2.3158, -2.0053)
H (-3.3176, -3.2206, -3.0308)
H (-3.7516, -2.2741, -1.6120)
H (-3.8342, -5.2674, -2.0019)
H (-5.0270, -4.1998, -1.2756)
H (-2.5928, -5.4790, -0.0337)
H (-4.1911, -5.2110, 0.6491)
H (-2.6492, -3.7220, 1.7818)
H (-3.6612, -2.7410, 0.7268)
H (-1.5455, 0.8502, 1.0155)
H (-3.3651, 0.6918, 2.3367)
H (-3.2636, -1.0552, 2.1967)
H (-5.5132, -0.2657, 1.6840)
H (-4.8081, -0.9969, 0.2547)
H (-5.3366, 1.9270, 0.8065)
H (-5.7610, 0.9639, -0.5954)
H (-3.2089, 2.4048, 0.0217)
H (-3.9388, 2.0514, -1.5361)
H (-1.8530, 0.8122, -1.3500)
H (-3.1783, -0.3523, -1.2596)
O (8.5515, 4.1410, -0.6302)
C (7.2166, 4.2616, -0.5937)
O (6.7063, 5.2973, -0.2613)
C (6.4082, 3.0660, -0.9770)
C (5.0398, 3.2760, -1.1585)
C (4.2072, 2.2417, -1.5230)
C (4.7218, 0.9512, -1.6854)
S (3.7007, -0.4015, -2.1161)
C (6.0902, 0.7388, -1.5005)
C (6.9250, 1.7833, -1.1635)
H (8.8491, 3.2754, -0.9403)
H (4.6541, 4.2734, -1.0082)
H (3.1405, 2.4321, -1.7137)
H (6.4815, -0.2587, -1.6224)
H (7.9755, 1.5686, -1.0247)

DFT total energy: -4286.63562 Eh
HOMO-LUMO gap: 7.48 eV
E_LUMO: -0.1017 Ha
Spin multiplicity: 1
Charge: +1

---

(2)
The following is a DFT calculation (ωB97M-V/def2-TZVPD) of a molecular structure, C25H30ClIrN2OS3.

Positions of all 63 atoms, in Å:
Ir (-0.0607, 0.3413, -0.0241)
C (3.0815, 1.2922, 0.0917)
N (2.3814, 0.0226, -0.1388)
C (2.5874, -0.4901, -1.4947)
C (1.9080, 0.3825, -2.5521)
N (0.4452, 0.4478, -2.4028)
C (-0.1979, -0.7331, -2.9827)
C (-0.0649, 1.6755, -2.9645)
C (-0.3262, 1.7977, -4.3216)
C (-0.7903, 2.9880, -4.8561)
C (-1.0173, 4.0808, -4.0305)
C (-0.7605, 3.9817, -2.6801)
C (-0.2833, 2.7864, -2.1325)
S (0.0515, 2.7749, -0.4265)
C (2.7657, -0.8861, 0.8983)
C (3.7953, -1.8063, 0.7579)
C (4.2149, -2.5710, 1.8362)
C (3.6128, -2.4225, 3.0783)
C (2.5791, -1.5246, 3.2320)
C (2.1294, -0.7625, 2.1500)
S (0.7686, 0.2846, 2.4044)
H (4.1444, 1.1847, -0.1402)
H (2.9782, 1.5733, 1.1371)
H (2.6629, 2.0923, -0.5126)
H (2.1806, -1.5029, -1.5290)
H (3.6576, -0.5308, -1.7434)
H (2.1633, -0.0152, -3.5458)
H (2.3090, 1.3957, -2.4950)
H (0.1685, -0.9576, -3.9894)
H (-1.2734, -0.5778, -3.0241)
H (-0.0014, -1.5891, -2.3419)
H (-0.1408, 0.9661, -4.9845)
H (-0.9650, 3.0590, -5.9184)
H (-1.3810, 5.0068, -4.4450)
H (-0.9208, 4.8141, -2.0139)
H (4.3086, -1.9140, -0.1862)
H (5.0313, -3.2659, 1.7080)
H (3.9549, -3.0043, 3.9201)
H (2.0918, -1.3955, 4.1849)
Cl (-2.7566, 0.3401, -0.7641)
C (-2.1960, 0.2172, 0.9004)
H (-2.5547, -0.7101, 1.3343)
H (-2.5254, 1.0873, 1.4560)
C (-4.9485, -2.5618, -3.9074)
C (-3.9576, -2.8346, -2.8210)
C (-2.6789, -3.2942, -3.1169)
C (-1.7446, -3.4975, -2.1174)
C (-2.0819, -3.2494, -0.7982)
C (-3.3735, -2.8550, -0.4800)
C (-4.2999, -2.6516, -1.4837)
S (-0.8220, -3.0908, 0.4996)
C (0.1227, -4.6388, 0.2729)
O (0.1020, -2.0592, -0.0960)
H (-4.4728, -2.5672, -4.8850)
H (-5.4357, -1.5999, -3.7593)
H (-5.7266, -3.3241, -3.8986)
H (-2.4025, -3.4756, -4.1454)
H (-0.7523, -3.8346, -2.3804)
H (-3.6466, -2.7016, 0.5522)
H (-5.2959, -2.3236, -1.2297)
H (0.2886, -4.8328, -0.7796)
H (-0.4312, -5.4506, 0.7303)
H (1.0713, -4.4961, 0.7849)

DFT total energy: -2914.19877 Eh
Relative energy (zero: lowest compared OMol25 entry of this formula, charge and spin): 250.9 kJ/mol
Expectation value of S²: 0.7647
HOMO-LUMO gap (alpha / beta): 6.46 / 6.03 eV
E_LUMO (alpha / beta): -0.1468 / -0.1619 Ha
Spin multiplicity: 2
Charge: +1

---

(3)
The following is a DFT calculation (ωB97M-V/def2-TZVPD) of a single C5H6N2O2 molecule.

Positions of all 15 atoms, in Å:
C (0.7245, 0.5091, -1.5137)
C (0.9952, -0.3695, 0.9227)
C (-1.0384, -0.6974, 0.0616)
C (0.2195, 0.3991, -0.0825)
N (-1.7625, -0.5440, 1.1812)
O (1.9737, -1.0308, 0.3252)
C (-0.2447, 1.6540, 0.4426)
O (-1.2564, -1.4719, -0.8271)
N (-0.6178, 2.6625, 0.8415)
H (2.4546, -1.5674, 0.9723)
H (-2.5775, -1.1225, 1.3110)
H (-1.4218, 0.0090, 1.9491)
H (1.6687, 1.0521, -1.5338)
H (-0.0163, 1.0054, -2.1367)
H (0.8993, -0.4878, -1.9136)

DFT total energy: -454.03417 Eh
Relative energy (zero: lowest compared OMol25 entry of this formula, charge and spin): 262.6 kJ/mol
HOMO-LUMO gap: 9.46 eV
E_LUMO: 0.0064 Ha
Spin multiplicity: 1

---

(4)
The following is a DFT calculation (ωB97M-V/def2-TZVPD) of a molecular structure, C51H54N4O2P3S2W.

Positions of all 117 atoms, in Å:
W (-0.8545, -0.2337, -1.6737)
O (-1.0518, 0.9466, 2.8980)
N (-2.1807, 0.4330, 2.7927)
C (-2.9372, 0.3023, 3.9270)
C (-4.0069, -0.5933, 3.9637)
C (-4.5539, -1.0834, 2.7711)
C (-3.9085, -0.6891, 1.5676)
C (-2.6330, 0.0426, 1.5316)
S (-1.9436, 0.9052, 0.1537)
H (-2.6349, 0.9105, 4.7699)
H (-4.4362, -0.9511, 4.8813)
H (-5.4366, -1.7065, 2.7442)
H (-4.2648, -1.0302, 0.6025)
C (-9.6106, 4.0944, -5.7305)
C (-8.5297, 3.8339, -4.6759)
O (-8.6322, 2.9636, -3.7857)
S (-7.2881, 5.0726, -4.5999)
C (-5.9571, 3.9907, -4.1833)
C (-5.3938, 3.3551, -5.2720)
C (-4.5277, 2.2496, -4.9666)
C (-4.0747, 2.0243, -3.6308)
C (-4.7906, 2.6849, -2.5592)
C (-5.6066, 3.7409, -2.8341)
C (-2.9592, 1.2146, -3.4380)
C (-1.8518, 0.6931, -3.0834)
H (-10.0189, 5.0616, -5.3758)
H (-10.2672, 3.2035, -5.7214)
H (-9.1236, 4.2525, -6.7279)
H (-5.7066, 3.6833, -6.2617)
H (-4.0263, 1.6292, -5.7115)
H (-4.7099, 2.3311, -1.5152)
H (-6.0358, 4.4016, -2.0992)
C (3.7704, 0.2854, 2.6236)
P (2.3294, 1.0619, 1.7042)
C (3.1335, 2.6579, 1.3429)
C (4.2131, 2.7428, 0.4665)
C (4.6273, 4.0698, 0.1231)
C (4.0549, 5.1341, 0.7546)
C (3.0829, 4.9903, 1.7880)
C (2.5936, 3.7147, 2.0591)
C (2.5189, 0.2838, 0.1315)
C (3.0389, -0.9687, 0.1378)
C (3.7842, -1.5424, -0.9330)
C (4.2039, -0.9601, -2.0503)
C (4.0622, 0.3657, -2.4983)
C (1.9952, 0.9642, -1.1475)
P (2.7871, -0.1713, 4.0407)
C (3.6799, -1.5205, 4.8588)
C (3.8171, -1.4790, 6.2765)
C (4.6706, -2.4069, 6.8056)
C (5.4727, -3.2350, 6.0165)
C (5.1749, -3.3920, 4.6591)
C (4.2359, -2.5333, 4.0646)
C (3.1470, 1.2354, 5.1111)
C (2.1532, 1.9486, 5.8569)
C (2.5214, 2.8251, 6.8310)
C (3.8551, 3.0552, 7.0977)
C (4.8725, 2.2879, 6.4363)
C (4.5047, 1.3910, 5.4594)
H (4.6896, 0.9180, 2.7754)
H (4.0230, -0.5973, 2.0620)
H (4.6782, 1.8314, 0.0499)
H (5.4498, 4.3034, -0.5636)
H (4.3432, 6.1482, 0.5498)
H (2.6316, 5.8258, 2.2785)
H (1.8141, 3.5708, 2.8592)
H (3.0867, -1.6397, 1.0336)
H (3.7385, -2.6476, -0.9836)
H (4.7546, -1.5944, -2.7130)
H (4.8110, 0.7278, -3.1928)
H (1.5268, 1.9598, -0.8790)
H (3.2066, -0.8605, 6.9499)
H (4.8335, -2.4527, 7.8643)
H (6.0904, -3.9831, 6.5164)
H (5.6880, -4.1372, 4.0682)
H (3.8601, -2.7038, 3.0853)
H (1.1179, 1.7780, 5.5714)
H (1.7045, 3.3301, 7.4001)
H (4.1663, 3.8726, 7.7462)
H (5.9226, 2.3751, 6.6403)
H (5.3037, 0.8092, 4.9804)
C (-3.7809, -2.3620, -3.4180)
C (-2.9891, -3.3939, -2.6435)
C (-3.7709, -4.1249, -1.5430)
P (-1.3680, -2.5249, -2.2203)
C (-0.4128, -2.5307, -3.8917)
C (-0.5997, -3.7114, -4.8690)
C (1.0906, -2.2574, -3.6939)
C (-0.2664, -3.5073, -1.0696)
C (-0.0495, -4.9472, -1.5154)
C (-0.9747, -3.4391, 0.3325)
H (-4.3098, -2.8990, -4.2455)
H (-3.0890, -1.6305, -3.8691)
H (-4.5793, -1.8072, -2.9413)
H (-2.7050, -4.1708, -3.3520)
H (-3.9180, -3.4837, -0.6892)
H (-3.2828, -5.0475, -1.1656)
H (-4.7729, -4.4567, -1.8974)
H (-0.8924, -1.6563, -4.3897)
H (-0.1148, -4.6215, -4.4475)
H (-0.3002, -3.5634, -5.8814)
H (-1.6203, -3.9957, -4.8281)
H (1.8184, -2.8613, -4.2170)
H (1.3817, -2.2997, -2.6873)
H (1.2790, -1.2422, -3.9581)
H (0.6642, -2.9982, -1.0580)
H (-0.2423, -5.1575, -2.6233)
H (-0.5615, -5.7300, -0.8705)
H (1.0355, -5.1652, -1.3462)
H (-1.9900, -3.8386, 0.2088)
H (-1.0372, -2.3578, 0.5636)
H (-0.4373, -3.9538, 1.1539)
N (0.9204, 0.1044, -1.6168)
C (3.0067, 1.2209, -2.2138)
N (2.7192, 2.3462, -2.8827)
C (3.7423, 2.9889, -3.3269)
N (4.6184, 3.7037, -3.7596)

DFT total energy: -4232.37366 Eh
Relative energy (zero: lowest compared OMol25 entry of this formula, charge and spin): 421.8 kJ/mol
Expectation value of S²: 3.8780
HOMO-LUMO gap (alpha / beta): 6.52 / 5.08 eV
E_LUMO (alpha / beta): -0.0168 / -0.0830 Ha
Spin multiplicity: 4

---

Table of max |F| (eV Å⁻¹), in record order: 1.67; 2.56; 1.78; 6.56